Below is an isolated ion of composition C31H45N2O5S and charge +1, with properties calculated with ωB97M-V/def2-TZVPD.

## Properties
* spin multiplicity: 1
* total charge: +1
* E: -2091.9689 a.u.
* largest force on an atom: 1.2 eV Å⁻¹
* structure (SMILES): CCCCc1oc2ccc(NS(C)(=O)=O)cc2c1C(=O)c1ccc(OCCC[NH+](CCCC)CCCC)cc1

Element x y z (Å)
C -3.37 -5.91 4.53
H -3.07 -6.70 5.21
C -2.43 -5.86 3.33
C -1.00 -5.58 3.76
H -0.68 -6.33 4.49
H -0.93 -4.60 4.23
C 0.00 -5.62 2.58
C -0.34 -4.60 1.56
C -0.06 -3.25 1.52
C -0.65 -2.76 0.31
C -0.78 -1.52 -0.31
C -1.45 -1.46 -1.52
C -2.01 -2.60 -2.11
C -1.93 -3.83 -1.49
C -1.24 -3.90 -0.29
O -1.02 -4.99 0.47
H -2.37 -4.71 -1.93
H -2.54 -2.50 -3.05
N -1.54 -0.21 -2.17
S -0.21 0.76 -2.28
O 0.05 1.40 -1.00
O -0.48 1.69 -3.34
C 1.19 -0.29 -2.70
H 1.31 -1.02 -1.92
H 2.06 0.35 -2.78
H 0.97 -0.75 -3.65
H -2.06 -0.22 -3.03
H -0.38 -0.62 0.13
C 0.68 -2.51 2.55
O 0.87 -2.93 3.67
C 1.18 -1.17 2.10
C 2.01 -1.04 1.00
C 2.43 0.20 0.58
C 1.98 1.35 1.24
C 1.18 1.22 2.37
C 0.80 -0.04 2.80
H 0.18 -0.14 3.68
H 0.84 2.08 2.92
O 2.39 2.54 0.70
C 2.21 3.73 1.42
C 0.83 4.38 1.21
H 0.70 5.14 1.97
C 0.68 5.05 -0.16
H -0.07 5.84 -0.10
N 0.27 4.11 -1.25
H 0.37 3.12 -0.93
C 1.11 4.25 -2.46
C 2.55 3.78 -2.24
H 3.15 4.55 -1.76
H 2.54 2.90 -1.59
C 3.21 3.41 -3.57
C 4.62 2.89 -3.36
H 5.25 3.65 -2.90
H 4.62 2.02 -2.71
H 5.07 2.61 -4.31
H 3.24 4.29 -4.22
H 2.61 2.65 -4.08
H 1.08 5.29 -2.80
H 0.66 3.62 -3.23
C -1.17 4.26 -1.60
C -2.10 3.84 -0.47
H -2.04 4.53 0.37
H -1.82 2.84 -0.13
C -3.55 3.80 -0.96
C -4.50 3.35 0.14
H -4.24 2.36 0.49
H -5.52 3.33 -0.23
H -4.46 4.04 0.99
H -3.63 3.12 -1.81
H -3.84 4.80 -1.31
H -1.35 5.29 -1.90
H -1.35 3.61 -2.46
H 1.62 5.51 -0.44
H 0.05 3.63 1.34
H 2.37 3.56 2.49
H 2.99 4.41 1.07
H 3.09 0.32 -0.26
H 2.35 -1.93 0.48
H 0.99 -5.42 2.97
H -0.03 -6.61 2.12
H -2.47 -6.82 2.80
H -2.77 -5.09 2.64
H -3.35 -4.97 5.06
H -4.39 -6.11 4.21

Let us look at the natural (NBO) charges, expressed in e, one per atom: -0.599, 0.206, -0.399, -0.377, 0.212, 0.221, -0.472, 0.471, -0.315, 0.014, -0.314, 0.194, -0.280, -0.197, 0.248, -0.398, 0.241, 0.220, -0.863, 2.316, -0.981, -0.966, -0.871, 0.267, 0.258, 0.260, 0.428, 0.246, 0.563, -0.526, -0.165, -0.170, -0.280, 0.400, -0.330, -0.140, 0.234, 0.221, -0.535, -0.070, -0.449, 0.242, -0.223, 0.227, -0.430, 0.507, -0.226, -0.425, 0.207, 0.224, -0.391, -0.601, 0.211, 0.198, 0.224, 0.208, 0.195, 0.217, 0.250, -0.219, -0.427, 0.203, 0.222, -0.388, -0.600, 0.206, 0.223, 0.206, 0.201, 0.203, 0.215, 0.247, 0.223, 0.227, 0.200, 0.198, 0.218, 0.225, 0.254, 0.230, 0.197, 0.190, 0.203, 0.212